1.
DFT (the ωB97M-V functional and the def2-TZVPD basis) results for a structure of composition C27H24N4Y.

Last column: Löwdin charge in e.
Element x y z (Å)
Y (0.127, -0.216, -0.368)  1.638
C (-1.012, -4.835, -0.091)  -0.034
C (-0.503, -3.604, -0.507)  -0.127
N (-0.594, -2.496, 0.207)  -0.006
C (-1.208, -2.539, 1.431)  -0.150
C (-1.767, -3.748, 1.922)  -0.150
C (-1.645, -4.901, 1.120)  0.020
C (-2.441, -3.764, 3.157)  -0.040
C (-2.584, -2.596, 3.851)  -0.057
C (-2.038, -1.395, 3.380)  -0.010
C (-1.313, -1.327, 2.199)  -0.220
N (-0.761, -0.189, 1.649)  -0.106
C (-0.779, 1.060, 2.251)  -0.234
C (-0.636, 1.328, 3.601)  -0.018
C (-0.744, 2.632, 4.110)  -0.052
C (-0.978, 3.697, 3.287)  -0.031
C (-1.053, 3.492, 1.895)  -0.147
C (-1.245, 4.551, 0.984)  0.021
C (-1.285, 4.298, -0.359)  -0.029
C (-1.100, 2.984, -0.799)  -0.109
N (-0.918, 1.960, 0.014)  0.002
C (-0.917, 2.184, 1.367)  -0.153
H (-0.904, -5.703, -0.725)  0.115
H (0.012, -3.527, -1.459)  0.100
H (-2.066, -5.833, 1.478)  0.129
H (-2.854, -4.693, 3.529)  0.117
H (-3.126, -2.587, 4.788)  0.115
H (-2.212, -0.495, 3.947)  0.099
H (-0.421, 0.521, 4.285)  0.117
H (-0.647, 2.786, 5.177)  0.115
H (-1.092, 4.700, 3.677)  0.119
H (-1.350, 5.557, 1.370)  0.130
H (-1.434, 5.087, -1.082)  0.115
H (-1.090, 2.766, -1.859)  0.092
C (-0.670, -1.103, -3.696)  -0.083
N (0.284, -0.207, -3.025)  -0.341
C (0.250, 1.101, -3.701)  -0.079
C (1.661, -0.753, -3.130)  -0.182
C (2.639, -0.030, -2.218)  -0.292
C (3.882, 0.326, -2.726)  -0.049
C (4.808, 0.977, -1.923)  -0.071
C (4.482, 1.278, -0.611)  -0.088
C (3.239, 0.913, -0.108)  -0.136
C (2.282, 0.240, -0.881)  -0.255
H (-0.406, -1.253, -4.748)  0.102
H (-1.668, -0.667, -3.653)  0.094
H (-0.692, -2.076, -3.203)  0.070
H (0.453, 0.985, -4.771)  0.103
H (1.004, 1.760, -3.273)  0.097
H (-0.736, 1.550, -3.593)  0.077
H (2.016, -0.684, -4.166)  0.127
H (1.628, -1.817, -2.868)  0.122
H (4.129, 0.097, -3.757)  0.112
H (5.775, 1.252, -2.324)  0.108
H (5.193, 1.797, 0.019)  0.105
H (3.022, 1.159, 0.928)  0.087

LUMO = -0.1105 Eh
HOMO level = -10.0 eV
Total charge = +1
E = -35389.1977 eV
Maximum force = 1.45 eV Å⁻¹

2.
DFT (the ωB97M-V functional and the def2-TZVPD basis) results for a structure of composition C41H31BrCsF12N3O5S.

Last column: Löwdin charge in e.
Element x y z (Å)
Cs (1.253, -0.038, 0.246)  1.552
C (-2.247, -6.004, 1.460)  -0.083
C (-1.404, -5.010, 0.698)  -0.305
C (-1.842, -4.429, -0.480)  -0.079
C (-1.052, -3.509, -1.145)  -0.035
C (0.225, -3.103, -0.685)  -0.285
N (0.914, -2.157, -1.388)  -0.115
C (0.920, -2.079, -2.738)  -0.231
C (0.995, -3.314, -3.457)  -0.033
C (1.152, -3.428, -4.817)  -0.074
C (1.253, -2.292, -5.612)  -0.303
C (1.470, -2.373, -7.102)  -0.080
C (1.167, -1.075, -4.960)  -0.034
C (0.977, -0.884, -3.585)  -0.024
C (0.870, 0.622, -3.154)  -0.348
O (0.268, 0.828, -1.966)  -0.369
C (2.331, 1.222, -3.070)  -0.548
F (3.021, 0.756, -2.021)  0.086
F (2.319, 2.566, -2.934)  0.137
F (3.058, 0.954, -4.163)  0.145
C (0.102, 1.510, -4.212)  -0.535
F (-0.317, 2.670, -3.685)  0.140
F (0.787, 1.846, -5.324)  0.130
F (-1.013, 0.883, -4.618)  0.150
C (0.682, -3.682, 0.564)  -0.036
C (-0.150, -4.622, 1.171)  -0.016
C (2.101, -3.348, 1.186)  -0.428
O (2.282, -2.079, 1.514)  -0.415
C (3.214, -3.783, 0.127)  -0.529
F (2.850, -4.805, -0.678)  0.125
F (3.538, -2.761, -0.656)  0.140
F (4.379, -4.190, 0.696)  0.108
C (2.379, -4.207, 2.480)  -0.541
F (1.427, -4.005, 3.426)  0.093
F (2.457, -5.552, 2.309)  0.115
F (3.522, -3.854, 3.078)  0.132
H (-2.997, -6.464, 0.810)  0.060
H (-2.789, -5.543, 2.296)  0.065
H (-1.642, -6.812, 1.884)  0.066
H (-2.816, -4.692, -0.890)  0.098
H (-1.412, -3.063, -2.066)  0.110
H (0.961, -4.213, -2.853)  0.108
H (1.219, -4.418, -5.263)  0.098
H (1.319, -3.394, -7.461)  0.059
H (2.484, -2.077, -7.397)  0.067
H (0.778, -1.729, -7.656)  0.067
H (1.254, -0.205, -5.592)  0.104
H (0.182, -5.113, 2.072)  0.095
C (0.044, 3.394, 2.188)  -0.088
O (-0.503, 2.937, 0.960)  -0.091
C (-1.453, 3.764, 0.400)  -0.178
C (-1.831, 4.950, 1.001)  -0.090
C (-2.847, 5.736, 0.468)  -0.687
Br (-3.303, 7.357, 1.374)  0.656
C (-3.510, 5.364, -0.672)  -0.096
C (-3.130, 4.174, -1.299)  -0.064
C (-2.101, 3.331, -0.792)  -0.237
O (-1.786, 2.226, -1.400)  -0.056
C (-3.801, 3.845, -2.563)  -0.240
N (-4.775, 4.555, -3.105)  0.151
C (-5.062, 3.922, -4.295)  -0.243
C (-6.000, 4.237, -5.280)  -0.041
C (-6.072, 3.425, -6.400)  -0.129
C (-5.230, 2.313, -6.552)  -0.123
C (-4.293, 1.981, -5.587)  -0.020
C (-4.227, 2.799, -4.465)  -0.185
N (-3.447, 2.775, -3.343)  0.182
H (-0.732, 3.504, 2.953)  0.096
H (0.561, 4.350, 2.076)  0.095
H (0.746, 2.625, 2.500)  0.061
H (-1.349, 5.274, 1.911)  0.081
H (-4.296, 5.963, -1.112)  0.099
H (-0.642, 1.790, -1.799)  0.171
H (-6.645, 5.101, -5.158)  0.098
H (-6.790, 3.648, -7.182)  0.084
H (-5.312, 1.703, -7.446)  0.089
H (-3.635, 1.126, -5.709)  0.106
H (-2.698, 2.157, -3.057)  0.126
C (-1.059, -0.070, 3.852)  -0.215
S (0.606, -0.712, 3.484)  0.918
O (1.298, 0.508, 2.940)  -0.725
C (1.158, -0.816, 5.195)  -0.363
C (2.121, 0.063, 5.660)  -0.061
C (2.546, -0.042, 6.980)  -0.085
C (2.018, -1.018, 7.815)  -0.103
C (1.068, -1.911, 7.330)  -0.090
C (0.643, -1.818, 6.013)  -0.085
H (-0.986, 0.828, 4.469)  0.059
H (-1.672, -0.832, 4.345)  0.052
H (-1.513, 0.176, 2.889)  0.056
H (2.516, 0.802, 4.971)  0.109
H (3.301, 0.642, 7.351)  0.098
H (2.356, -1.098, 8.841)  0.093
H (0.670, -2.690, 7.970)  0.099
H (-0.067, -2.533, 5.611)  0.113

LUMO = 0.1249 Eh
HOMO level = -1.2 eV
Total charge = -2
E = -171766.8367 eV
Maximum force = 2.84 eV Å⁻¹
Energy relative to the best compared isomer or geometry (same formula, charge and spin) = 43.0 kcal/mol

3.
DFT (the ωB97M-V functional and the def2-TZVPD basis) results for a cluster of 3 separate species, C4H13NO2S in total.

Last column: Löwdin charge in e.
Element x y z (Å)
C (-0.241, -0.139, 1.882)  -0.299
N (0.972, -0.167, 1.240)  0.053
C (1.185, -0.715, -0.060)  -0.282
O (1.480, 0.302, -1.015)  -0.042
C (-1.479, -0.874, 1.385)  -0.280
C (-1.945, -0.111, 0.173)  -0.708
S (-2.335, 1.495, 0.658)  0.739
H (-0.262, -0.319, 2.962)  0.146
H (-0.658, 0.955, 1.868)  0.082
H (1.665, -1.163, -6.998)  0.000
H (0.387, -1.320, -0.473)  0.105
H (2.076, -1.378, 0.011)  0.141
H (1.790, 1.079, -0.511)  0.066
H (-2.162, -0.667, 2.226)  0.106
H (-1.516, -1.962, 1.273)  0.122
H (-2.781, -0.677, -0.273)  0.093
H (-1.231, -0.204, -0.649)  0.059
H (1.511, -0.432, -7.022)  0.000
H (1.182, 1.284, 1.223)  -0.009
H (0.768, 2.758, 1.023)  0.026
O (1.595, 2.254, 1.075)  -0.115

LUMO = -0.1252 Eh
HOMO level = -9.0 eV
Total charge = 0
E = -20773.0124 eV
Maximum force = 3.31 eV Å⁻¹
Energy relative to the best compared isomer or geometry (same formula, charge and spin) = 143.1 kcal/mol

4.
DFT (the ωB97M-V functional and the def2-TZVPD basis) results for a cluster of 8 separate species, C25H60N7O8S in total.

Last column: Löwdin charge in e.
Element x y z (Å)
C (-3.894, 1.309, 0.096)  -0.094
C (-4.196, 0.135, -0.838)  -0.239
C (-3.230, -0.997, -0.555)  -0.279
C (-3.645, -1.850, 0.633)  -0.366
S (-2.894, -3.446, 0.440)  1.181
O (-1.445, -3.194, 1.036)  -0.323
H (-4.528, 2.161, -0.153)  0.078
H (-2.858, 1.630, 0.005)  0.074
H (-4.091, 1.065, 1.142)  0.061
H (-5.239, -0.172, -0.736)  0.113
H (-4.068, 0.435, -1.878)  0.102
H (-2.221, -0.626, -0.396)  0.097
H (-3.177, -1.651, -1.434)  0.111
H (-4.723, -2.028, 0.678)  0.118
H (-3.252, -1.453, 1.569)  0.083
H (-3.503, -4.164, 1.410)  0.035
H (-1.446, -2.417, 1.640)  0.068
C (0.251, -0.835, 3.214)  -0.005
C (-1.014, -0.101, 2.844)  -0.488
O (-1.552, -0.254, 1.732)  -0.035
N (-1.551, 0.727, 3.747)  0.042
C (-1.084, 1.014, 5.094)  -0.040
H (0.558, -1.455, 2.375)  0.071
H (1.055, -0.133, 3.435)  0.084
H (0.100, -1.473, 4.085)  0.095
H (-2.381, 1.200, 3.424)  0.134
H (-1.854, 0.744, 5.818)  0.067
H (-0.854, 2.074, 5.199)  0.092
H (-0.189, 0.440, 5.308)  0.080
C (-0.859, 0.939, -2.890)  -0.005
C (-0.321, 1.823, -3.993)  -0.532
O (0.194, 2.904, -3.755)  0.031
N (-0.420, 1.352, -5.261)  0.021
C (-1.013, 0.106, -5.702)  -0.072
H (-0.694, 1.444, -1.942)  0.082
H (-1.928, 0.758, -3.018)  0.069
H (-0.332, -0.017, -2.882)  0.086
H (-0.015, 1.960, -5.956)  0.144
H (-0.261, -0.515, -6.189)  0.069
H (-1.820, 0.297, -6.412)  0.085
H (-1.408, -0.446, -4.857)  0.069
C (3.572, -3.932, 2.889)  0.004
C (2.110, -3.798, 2.559)  -0.525
O (1.294, -3.326, 3.346)  -0.009
N (1.695, -4.205, 1.335)  0.019
C (2.461, -4.766, 0.241)  -0.060
H (3.732, -3.557, 3.895)  0.080
H (3.890, -4.974, 2.847)  0.091
H (4.170, -3.342, 2.191)  0.084
H (0.703, -4.076, 1.230)  0.100
H (2.387, -4.134, -0.646)  0.083
H (2.096, -5.761, -0.017)  0.085
H (3.507, -4.844, 0.520)  0.078
C (3.166, 7.455, -5.988)  -0.015
C (1.856, 7.106, -6.660)  -0.561
O (1.587, 7.495, -7.785)  0.026
N (0.984, 6.336, -5.959)  0.005
C (1.128, 5.777, -4.624)  -0.075
H (3.741, 8.067, -6.675)  0.080
H (2.998, 8.013, -5.067)  0.081
H (3.735, 6.556, -5.749)  0.081
H (0.132, 6.144, -6.461)  0.135
H (1.056, 4.692, -4.658)  0.046
H (0.332, 6.150, -3.977)  0.085
H (2.085, 6.062, -4.198)  0.072
C (3.090, -3.677, -4.790)  -0.007
C (1.729, -3.128, -5.149)  -0.553
O (1.012, -2.593, -4.315)  0.009
N (1.328, -3.249, -6.440)  0.008
C (2.046, -3.844, -7.552)  -0.069
H (3.255, -3.499, -3.732)  0.076
H (3.144, -4.749, -4.985)  0.086
H (3.876, -3.181, -5.359)  0.088
H (0.411, -2.871, -6.617)  0.128
H (2.208, -3.111, -8.343)  0.086
H (1.485, -4.681, -7.969)  0.086
H (3.012, -4.209, -7.222)  0.072
C (3.968, -0.371, 4.003)  -0.013
C (5.196, -0.252, 3.126)  -0.550
O (5.183, -0.644, 1.970)  0.025
N (6.310, 0.295, 3.670)  0.011
C (6.498, 0.803, 5.014)  -0.073
H (3.188, -0.831, 3.403)  0.056
H (4.173, -1.004, 4.867)  0.088
H (3.625, 0.602, 4.355)  0.085
H (7.089, 0.341, 3.031)  0.143
H (6.765, 1.861, 4.994)  0.085
H (7.293, 0.260, 5.526)  0.085
H (5.584, 0.692, 5.588)  0.070
C (-5.894, 0.692, 7.654)  -0.005
C (-4.963, 0.499, 6.481)  -0.544
O (-3.971, -0.210, 6.558)  0.022
N (-5.272, 1.148, 5.325)  0.005
C (-6.394, 2.028, 5.060)  -0.072
H (-5.509, 0.112, 8.486)  0.086
H (-5.945, 1.741, 7.945)  0.088
H (-6.901, 0.347, 7.416)  0.088
H (-4.619, 0.970, 4.579)  0.116
H (-7.015, 1.634, 4.254)  0.084
H (-6.049, 3.022, 4.772)  0.085
H (-7.009, 2.125, 5.948)  0.074

LUMO = -0.1228 Eh
HOMO level = -10.1 eV
Total charge = +1
E = -64539.7127 eV
Maximum force = 1.09 eV Å⁻¹